C32H45BrN2P2Pd as an isolated structure in a non-equilibrium geometry. Source: the Open Molecules 2025 dataset; level of theory: the ωB97M-V functional and the def2-TZVPD basis.

The geometry in XYZ format:
```
83
Properties=species:S:1:pos:R:3:forces:R:3:mulliken_spin:R:1
C -0.246360 -3.266407 -2.381609 0.5 0.1 0.4 0.03
C 3.871724 1.303162 -0.076689 0.7 -0.2 0.6 0.07
H 4.819348 -0.784986 -2.623360 -0.2 -0.1 0.0 0.00
H -0.366872 -2.297644 1.359814 -0.1 -0.3 -0.2 -0.02
C 1.222402 4.157939 -0.278809 -1.4 -1.0 0.8 0.06
H 6.046909 1.184529 0.052697 -0.2 0.1 -0.3 0.00
H -2.882664 -2.293310 -2.291289 0.1 0.0 0.3 0.00
C -2.810951 -0.000262 6.809677 0.2 0.1 -0.3 0.00
H 0.923032 0.029425 5.716900 -0.3 0.0 0.2 0.00
Br 3.597378 5.610706 -0.693172 -0.3 -0.2 -0.1 0.32
H -2.059492 0.111197 8.836387 0.1 -0.1 -0.4 0.00
C -0.550772 1.369914 -2.075543 -1.8 1.8 -0.3 -0.04
H 5.441201 1.197763 -1.628009 0.0 0.1 0.3 0.00
C -1.798259 0.062179 7.776779 -0.1 0.1 -0.2 0.00
H 1.527670 2.052457 -3.557604 0.3 0.5 0.3 0.00
H 3.402256 -2.110228 2.099853 -0.1 0.1 0.2 -0.01
H -0.856957 -4.184757 -2.405296 0.2 0.3 0.1 0.01
C -3.517019 -1.728544 -0.279146 -0.6 0.0 0.0 0.01
Pd -0.334167 -0.123178 -0.840252 0.5 -0.9 2.1 0.62
C 2.138386 -0.525800 1.276861 -0.6 -0.5 -0.4 0.04
H 3.281883 -0.663904 3.121774 -0.1 -0.2 -0.2 0.00
H 3.261486 3.869164 -2.981562 0.0 -0.1 -0.2 0.00
H 3.104417 1.847915 -0.648347 0.1 -0.2 0.2 0.03
N -0.474550 -0.491758 2.592700 -0.7 0.7 1.7 0.00
H 5.416211 2.682338 -0.660764 0.1 -0.3 0.0 0.00
H 1.846546 -1.269473 -1.824026 0.3 0.0 -0.2 -0.04
H -4.204171 2.151101 -5.287131 0.0 -0.1 0.2 0.03
C -4.113668 2.238641 -4.200020 -0.5 0.0 -2.0 0.00
C 3.932126 -1.423335 -2.526603 0.2 -0.3 -0.3 0.06
C -0.119996 0.030594 6.036050 0.1 -0.1 0.2 0.00
H 0.408084 -3.008602 -4.416768 -0.2 0.1 0.0 0.00
H -0.530246 2.920183 0.078825 0.4 0.5 0.1 -0.01
C -0.309926 -2.547360 -3.729222 0.0 -0.3 -0.3 0.00
C 0.303192 3.152559 -0.579432 0.8 1.5 1.0 0.00
H -3.159767 -0.688715 -0.242423 -0.2 -0.2 0.1 0.01
C -3.972125 2.565317 -1.500822 0.5 -0.2 -0.9 0.11
C -0.776770 -0.270381 3.704623 0.5 -0.4 -1.9 0.01
H -2.047781 -4.065098 1.313220 0.1 -0.1 -0.2 0.00
H -3.518656 -2.151473 0.733775 0.1 0.2 -0.2 0.00
C -1.132544 -0.066171 5.069599 0.0 0.0 0.5 0.00
C -2.674916 -2.550747 -1.239451 0.1 0.4 0.1 -0.02
H -1.887679 1.756278 -0.332106 0.1 0.0 -0.6 0.01
C 2.321819 4.369732 -1.125692 0.2 0.7 0.0 0.20
H 1.220638 -0.988589 0.860975 0.3 0.1 0.5 0.03
H 0.768193 -3.238286 0.383926 -0.2 0.0 -0.1 0.00
C -1.833548 1.338906 -1.351423 1.0 1.0 -0.7 0.22
H -0.522397 -4.863453 1.666489 0.0 0.1 -0.1 0.01
H -2.717805 0.606741 -4.016959 -0.1 0.5 0.0 0.01
C -0.302558 -3.040253 0.546767 0.3 0.5 0.4 0.04
H 3.815461 1.618612 0.979008 0.0 0.0 -0.4 -0.01
C -1.064929 -4.308222 0.895587 -0.4 -0.4 0.0 0.04
C -2.479776 -0.055906 5.453728 -0.3 -0.1 0.2 0.00
C 2.783997 -0.684841 -1.821161 -0.3 -0.6 0.2 0.08
H 1.103664 4.733478 0.631977 0.1 0.0 -0.1 0.00
C 2.721841 -1.327946 2.453061 0.1 -0.2 0.3 0.04
H -0.052518 -1.482771 -3.639724 0.0 -0.1 -0.1 0.00
H -0.527238 0.913404 -3.068574 0.0 0.7 -0.1 0.00
P -0.889368 -2.262062 -0.992912 -0.9 -2.9 -0.9 0.26
H 0.342351 0.184870 8.130246 -0.4 -0.1 -0.2 0.00
C -3.244280 1.400302 -3.482377 -0.5 0.8 0.4 0.10
H 2.591325 0.306524 -2.255389 0.1 -0.2 0.1 0.02
H -3.955983 2.757182 -0.433384 -0.1 0.1 -0.1 0.01
P 3.290981 -0.437475 -0.096368 0.6 2.0 -0.2 0.63
H 1.920210 0.511574 1.562983 -0.1 -0.2 -0.1 0.01
C 5.278088 1.593337 -0.617272 0.1 0.1 -0.1 0.02
H -3.861712 0.000474 7.101842 0.3 0.0 0.0 0.00
C -3.062372 1.667743 -2.107438 -0.6 -0.2 -0.4 -0.06
H 1.929916 -1.807678 3.037795 0.1 0.2 -0.2 0.00
C -0.455694 0.099331 7.388590 0.1 0.0 -0.3 0.00
C 1.495183 2.657567 -2.642178 1.0 1.0 -0.2 0.04
C 0.433525 2.421298 -1.755328 -0.3 -1.5 -0.4 0.08
H -1.193356 -4.971406 0.029252 0.0 0.1 0.3 0.00
H 0.770465 -3.574600 -2.093474 -0.2 0.1 -0.3 0.01
H -5.460919 4.097527 -1.879901 0.0 -0.1 0.1 0.02
H -4.553233 -1.723259 -0.635693 0.1 0.1 0.2 0.00
H 3.637336 -1.747099 -3.529482 0.0 0.1 0.2 0.00
N -4.858003 3.183580 -3.630861 2.5 -2.6 2.5 0.81
C -4.815500 3.331446 -2.308055 -1.4 1.3 0.1 0.00
H -2.866156 -3.632044 -1.142112 0.2 0.3 0.0 0.01
H -1.306727 -2.654155 -4.185086 0.4 0.2 0.2 0.00
H -3.256323 -0.112143 4.688765 0.2 0.0 0.3 0.00
H 4.225966 -2.312212 -1.953680 -0.1 0.1 -0.2 -0.01
C 2.431494 3.649514 -2.326588 -0.5 -1.3 -1.2 0.08
```
Positions in Å, forces in eV/Å.

Output
relative energy (zero: lowest compared OMol25 entry of this formula, charge and spin): 0.00 kJ/mol
total charge: +4
<S²>: 6.063
E: -4738.7479 a.u.
F_max: 0.08578 hartree/bohr
multiplicity: 5